Record 1
{"formula": "C3H9N3O3", "method": "wB97M-V/def2-TZVPD", "lumo_energy_ha": -0.063, "gap_ev": 7.577, "relative_energy_kcal_mol": 321.3, "e_homo_ha": -0.341, "charge": 0, "elements": ["C", "C", "C", "H", "H", "H", "H", "H", "H", "H", "H", "H", "N", "N", "N", "O", "O", "O"], "positions_angstrom": [[0.88162, 2.11133, -0.27159], [-0.94574, 0.38457, 0.13028], [-1.76496, -0.93761, 0.30707], [0.68677, 1.73536, -1.39833], [0.31815, 2.87828, 0.12809], [1.86777, 2.14731, -0.01424], [-1.42602, 1.31639, 0.63352], [-1.00177, 0.62272, -1.04233], [-1.56345, -1.54903, 1.65309], [-1.11292, -1.75331, -0.22010], [-3.29893, -2.13041, -0.85664], [2.63304, -1.62566, 0.50685], [0.44307, 0.76997, 0.74699], [1.39857, -0.16741, 0.43749], [1.58516, -0.50444, -0.88233], [-2.99601, -0.68191, -0.21194], [2.00809, -1.13532, 1.30673], [2.28757, -1.48084, -0.95259]], "forces_ev_per_angstrom": [[-2.255, -5.369, -1.002], [-0.748, 3.352, -0.126], [4.818, -2.238, 2.802], [0.431, 1.310, 2.850], [-1.224, 1.674, 0.285], [2.678, 0.534, 0.278], [-0.331, -1.855, -1.026], [0.445, -0.710, 2.445], [-1.193, 2.165, -3.499], [-1.411, 1.430, 0.565], [0.535, 4.847, 2.074], [-2.150, 1.379, 1.559], [-0.768, 0.614, -2.741], [1.908, -2.560, -2.502], [-1.105, 1.320, 2.968], [-1.229, -5.404, -1.922], [0.003, 1.104, -1.629], [1.594, -1.592, -1.380]]}

Record 2
{"formula": "C6H9N", "method": "wB97M-V/def2-TZVPD", "lumo_energy_ha": 0.026, "gap_ev": 9.382, "relative_energy_kcal_mol": 59.6, "smiles": "C=C(C)CCC#N", "e_homo_ha": -0.319, "charge": 0, "elements": ["C", "C", "C", "C", "C", "C", "N", "H", "H", "H", "H", "H", "H", "H", "H", "H"], "positions_angstrom": [[-0.27273, 0.21173, 1.47445], [0.19303, 0.53075, 0.25119], [1.45929, 1.31793, 0.10342], [-0.67755, 0.21278, -0.94567], [-1.12204, -1.21601, -0.62973], [0.21832, -1.78086, -0.22634], [1.27781, -2.24577, -0.15958], [-0.08454, 0.87988, 2.29394], [-0.77663, -0.70246, 1.77090], [1.92209, 1.18249, -0.88079], [2.19029, 0.98605, 0.84771], [1.24619, 2.37321, 0.25206], [-0.20128, 0.26960, -1.93015], [-1.47264, 0.97251, -0.92356], [-1.42096, -1.84092, -1.46193], [-1.95891, -1.20846, 0.09139]], "forces_ev_per_angstrom": [[0.275, 0.320, 0.149], [-0.459, 0.953, 0.505], [-0.049, 0.383, 0.034], [0.121, -0.110, -0.001], [0.537, -0.451, -0.211], [-0.258, -1.676, -0.277], [-1.050, 0.407, 0.030], [1.121, -0.222, 0.536], [-0.850, 0.555, -0.426], [-0.270, 0.037, 0.121], [-0.206, 0.174, -0.119], [0.252, 0.345, -0.069], [0.257, -0.055, 0.327], [-0.048, -0.482, -0.187], [-0.281, 0.217, -0.409], [0.907, -0.394, -0.003]]}

Record 3
{"formula": "C5H15N", "method": "wB97M-V/def2-TZVPD", "lumo_energy_ha": [0.151, 0.150], "gap_ev": [2.687, 9.844], "relative_energy_kcal_mol": 23.1, "e_homo_ha": [0.053, -0.212], "charge": -1, "spin_multiplicity": 2, "elements": ["C", "C", "C", "H", "H", "H", "H", "H", "H", "H", "H", "C", "N", "C", "H", "H", "H", "H", "H", "H", "H"], "positions_angstrom": [[0.08191, -0.80283, -1.85529], [-0.65485, 0.48700, -1.35928], [-0.58982, 1.56221, -2.50955], [1.16694, -0.61115, -1.73662], [-0.43833, -1.71984, -1.55270], [-0.02093, -0.84615, -2.93437], [-1.64856, 0.22073, -0.96000], [-0.16973, 0.96694, -0.46718], [-1.58682, 2.02125, -2.59071], [-0.70912, 0.92583, -3.40636], [0.35407, 2.11705, -2.55297], [0.95983, 0.58386, 2.59664], [1.09012, -0.71232, 1.91459], [-0.21985, -1.39494, 1.93950], [0.80340, 0.31946, 3.63115], [0.14315, 1.27431, 2.32678], [1.91909, 1.07778, 2.48358], [1.35379, -0.57342, 0.94153], [-1.11378, -0.77572, 1.74840], [-0.35815, -2.33887, 1.38466], [-0.36236, -1.78118, 2.95821]], "forces_ev_per_angstrom": [[-0.357, 1.405, -0.224], [0.948, 0.433, 0.162], [-1.814, -2.340, -0.176], [-0.324, -1.016, 0.534], [0.922, -0.039, 0.744], [-0.163, 0.033, -0.303], [0.093, 0.372, -0.716], [-0.055, -0.752, -0.556], [0.696, 1.190, 0.486], [0.655, 0.453, -0.106], [-0.592, 0.240, 0.179], [0.489, -0.628, -0.111], [-1.480, -0.092, -0.848], [-0.351, -0.716, 1.083], [0.030, 0.228, 0.659], [0.109, -0.377, -0.454], [0.076, 0.376, 0.153], [-0.014, 0.158, 0.086], [0.417, 0.147, -0.255], [0.733, 0.587, -0.526], [-0.018, 0.338, 0.190]]}

Record 4
{"formula": "FH12O6Zr", "method": "wB97M-V/def2-TZVPD", "lumo_energy_ha": [-0.415, -0.406], "gap_ev": [4.299, 4.533], "e_homo_ha": [-0.573, -0.573], "charge": 2, "spin_multiplicity": 2, "elements": ["Zr", "F", "O", "H", "H", "O", "H", "H", "O", "H", "H", "O", "H", "H", "O", "H", "H", "O", "H", "H"], "positions_angstrom": [[0.26324, 0.16171, 2.44233], [-0.14043, 0.05768, 0.26581], [-1.55255, -1.56245, 1.91507], [-2.25427, -1.32837, 1.30758], [-1.80698, -2.41960, 2.25683], [-2.32330, 0.26264, -1.38859], [-2.39172, 1.11058, -1.82739], [-1.57717, 0.35825, -0.79666], [1.53792, -0.33836, -1.71408], [1.48622, -1.27809, -1.88866], [0.84679, -0.17511, -1.07227], [-0.73688, -1.72913, -2.71770], [-1.16483, -1.53466, -3.55153], [-1.06450, -1.05905, -2.11778], [0.75647, 2.40523, 1.77022], [0.63493, 2.77633, 0.89629], [1.21808, 3.08702, 2.25839], [2.39539, 0.41614, 1.46930], [2.73824, -0.19945, 0.82143], [3.13535, 0.98871, 1.67141]], "forces_ev_per_angstrom": [[-0.020, 0.162, -6.134], [0.280, 0.587, 4.386], [1.438, 1.209, 1.008], [-0.374, 0.398, -0.772], [0.007, -0.630, 0.457], [-0.174, -0.188, 0.356], [-0.213, 0.252, -0.340], [0.184, 0.190, 0.097], [0.954, 0.417, 0.625], [-0.214, -0.333, -0.525], [-0.103, -0.075, -0.303], [0.419, -0.531, 0.248], [-0.099, -0.024, -0.255], [-0.435, 0.183, -0.239], [-0.643, -1.133, 1.126], [-0.269, -0.133, -0.926], [0.139, 0.523, 0.594], [-1.282, -0.667, 1.299], [-0.010, -0.748, -1.026], [0.416, 0.541, 0.323]]}